Record 1
C23H18F5N3S3SeV as an isolated structure. Source: OMol25; level of theory: the ωB97M-V functional and the def2-TZVPD basis.

Values from the calculation:
Multiplicity: 4
LUMO (spin up / spin down) (eV): 4.45 / 4.45
Charge: -2

XYZ file:
```
54
Properties=species:S:1:pos:R:3:forces:R:3
Se 2.32282 3.31249 -0.29385 0.566 0.633 -0.282
V 1.32020 1.07602 0.35957 -0.363 -0.431 0.292
S 2.52102 0.66677 2.35617 0.096 -0.495 0.567
S 2.82538 -0.46284 -0.81418 0.386 -0.207 -0.676
S -0.32050 2.56678 1.57126 -0.301 0.271 -0.117
F 1.55802 -2.10384 -6.40173 0.033 -0.008 0.055
F 2.91748 -3.75888 -4.70352 -0.028 0.117 0.054
F 3.48942 -2.98291 -2.22587 -0.066 0.065 -0.032
F 1.39638 1.19028 -3.08044 0.074 -0.366 0.107
F 0.82089 0.36557 -5.52952 0.088 -0.119 0.105
N 5.09037 3.21908 -1.51781 -0.028 0.016 -0.002
N -2.28287 0.84464 -0.45134 -0.173 -0.168 0.278
N 0.07194 -0.97056 1.07887 -0.055 0.158 0.050
C -1.94907 2.88849 0.97455 -0.029 -0.099 0.126
C -4.11764 2.31736 0.01454 0.061 -0.016 -0.009
C 0.86289 -3.36286 3.85225 0.100 0.086 0.019
C -4.70779 3.46562 0.51701 0.094 0.001 0.024
C 1.93159 -2.72494 4.48120 -0.036 0.025 -0.045
C -1.33563 -0.62667 1.46176 0.280 0.039 -0.105
C 1.78344 -0.05881 -3.40162 -0.386 0.519 -0.473
C -1.14166 0.98925 -1.31812 -0.281 0.124 0.062
C 2.82346 -2.10459 -2.99787 0.118 -0.641 -0.275
C 1.47970 -0.46606 -4.69589 -0.112 0.551 0.246
C -2.56009 4.08506 1.40894 -0.067 0.002 0.029
C 0.07687 -1.97952 -0.00388 -0.025 0.037 0.224
C 1.83473 -0.86386 2.88054 -0.013 0.114 -0.081
C 2.53705 -2.53183 -4.28697 0.312 -0.253 0.464
C 4.02926 3.20028 -1.05445 -0.448 -0.127 0.117
C 0.29158 -2.74503 2.75531 0.070 0.081 0.030
C 2.44688 -0.86604 -2.48380 0.087 0.132 0.731
C 1.85437 -1.70859 -5.14554 -0.167 -0.014 -0.434
C -2.33794 -0.38923 0.32536 0.030 0.196 -0.169
C 0.75461 -1.52150 2.26572 -0.209 -0.035 -0.252
C -2.76523 2.02580 0.20793 0.172 0.066 -0.178
C 2.39345 -1.51515 4.00395 0.020 0.089 -0.041
C -3.89883 4.37111 1.19956 0.149 -0.085 -0.005
H 2.40715 -3.17764 5.34499 0.005 0.007 -0.009
H -0.15134 -1.51158 -0.95847 -0.018 0.025 -0.035
H -0.65785 -2.77493 0.18097 0.004 -0.008 -0.030
H -4.69721 1.60746 -0.56744 0.031 0.024 -0.010
H -1.11721 1.97518 -1.77248 -0.029 0.058 0.005
H -0.21901 0.85580 -0.76084 0.123 -0.134 -0.363
H 0.49103 -4.31855 4.20107 0.000 0.003 0.022
H -1.93332 4.78159 1.95344 -0.034 -0.006 0.013
H -3.31517 -0.41405 0.81232 -0.084 0.023 -0.039
H -4.31150 5.30269 1.57273 0.009 -0.012 0.003
H -1.14673 0.23478 -2.10728 -0.059 -0.066 -0.028
H 3.22976 -1.02311 4.48782 -0.022 -0.024 -0.003
H -2.32362 -1.22430 -0.38008 0.020 -0.065 -0.010
H -1.74782 -1.44589 2.06289 -0.034 -0.101 -0.037
H -0.54391 -3.22807 2.25972 0.057 0.014 0.014
H -5.75999 3.66654 0.35202 0.012 -0.007 -0.005
H 1.07017 -2.40725 -0.07799 0.054 -0.020 0.004
H -1.28995 0.26044 2.08851 0.018 0.029 0.100
```
Positions in Å, forces in eV/Å.

***

Record 2
A 12-piece molecular cluster, C20H64O12 overall in a non-equilibrium geometry. Source: OMol25; level of theory: the ωB97M-V functional and the def2-TZVPD basis.

Values from the calculation:
Multiplicity: 1
LUMO (eV): -0.06
Structure (SMILES): CCO.CCO.CCO.CCO.CCO.CCO.CCO.CCO.CCO.CCO.O.O

XYZ file:
```
96
Properties=species:S:1:pos:R:3:forces:R:3
O 3.50458 -4.16442 0.73032 1.257 -0.645 -0.485
O -0.42423 1.12236 3.82372 -3.096 -0.586 -0.879
O -2.99919 1.92201 -1.10709 -0.685 -0.230 0.368
O 1.34148 -2.95643 -2.38411 0.050 -0.035 -0.121
O 1.59596 2.75132 -4.43336 1.145 -0.879 -1.462
O 0.40155 5.59679 1.12033 -1.615 0.177 -0.294
O 1.10397 -4.52155 -0.22300 -0.581 0.008 0.532
O 3.00232 1.29406 -2.04940 -0.726 1.031 -0.910
O 0.26921 1.23520 -0.85920 0.183 -0.554 -1.415
O -0.81514 2.66382 1.13220 -0.245 -0.382 0.280
O -1.35238 -3.56144 4.85752 0.909 -2.087 0.185
O -1.68023 -1.92119 -3.23563 3.252 -0.068 0.432
C -2.16701 -2.05535 3.21106 -0.358 -0.019 -0.418
C -0.72777 -4.92150 1.35586 -0.634 -0.027 0.771
C 0.51363 -0.64782 0.57854 -1.255 -0.608 -0.379
C 2.86913 -2.92298 2.59165 -0.585 -0.737 0.884
C -4.29178 2.53726 -1.44360 2.662 -0.276 0.229
C -0.18266 -0.10680 -0.70248 1.039 -0.216 2.016
C 3.70335 1.46455 -0.83500 0.774 -1.204 -0.838
C -0.25240 -5.01533 -0.04846 1.980 0.062 -0.481
C -2.96195 -1.63281 -3.56504 -1.691 -1.004 -0.084
C 0.35941 3.17620 -4.00560 -1.075 0.633 0.206
C 0.89846 1.24831 4.04616 2.190 0.397 1.831
C -1.88714 -2.30275 4.70284 -0.262 1.071 -0.637
C 4.42214 0.11968 -0.67275 0.096 0.041 2.030
C 3.13714 -4.32740 2.05718 0.218 1.504 0.959
C 1.08540 0.59241 5.44783 0.119 0.270 -0.692
C 0.66475 5.41817 -0.27693 1.362 -0.675 0.333
C -0.56790 3.53894 -5.18391 0.563 -0.316 0.370
C -4.00574 3.31458 -2.69878 -1.105 -0.164 0.100
C 2.09257 4.90408 -0.32391 0.430 -0.458 -0.768
C -3.77802 -2.84949 -3.12036 -1.319 0.761 -0.873
H -2.75509 -2.24348 5.35955 -0.439 0.496 -0.408
H 0.57616 4.07356 -3.42606 -0.671 0.404 0.369
H 1.65345 -2.65103 -3.23596 0.163 -0.091 -0.250
H 2.31443 4.33488 0.57879 -0.149 -0.033 0.071
H 2.80712 -2.96789 3.67895 -0.471 0.085 0.226
H -1.25746 -0.14728 -0.52566 -0.131 0.065 -0.315
H 4.39634 2.30528 -0.86688 0.167 0.022 -0.384
H 2.67566 -4.22523 0.24990 -0.239 -0.145 -0.350
H -3.61119 -3.72238 -3.75150 0.603 0.015 0.147
H 5.27272 -0.15446 -1.29683 -0.135 0.798 -0.419
H 2.05849 2.21274 -3.78715 0.058 0.017 0.374
H 1.07752 -4.18259 -1.12078 0.672 0.191 -0.327
H -1.48016 3.99862 -4.80366 0.113 0.292 -0.018
H -3.71827 -3.11779 -2.06559 0.266 0.235 -0.077
H 3.91377 -4.71318 2.71756 0.358 -0.695 -0.608
H -0.18580 1.74017 -0.18129 -0.186 0.241 0.113
H -1.81372 -5.00913 1.32246 -0.213 0.488 0.096
H 4.79655 0.10469 0.35082 0.271 -0.306 0.242
H -0.00143 -0.20801 1.43257 0.382 0.335 0.180
H 0.51055 6.25990 -0.95205 -0.034 0.541 0.524
H -4.81208 -2.60426 -3.36255 -0.374 -0.020 0.373
H -0.48083 -5.70203 2.07551 0.690 -0.220 -0.393
H 0.87849 -2.20461 -2.01446 -0.131 0.162 0.168
H 2.23365 -4.93107 2.14312 -0.001 -0.215 0.169
H 2.85123 5.68312 -0.39883 -0.094 0.114 -0.088
H -0.40806 -3.98051 1.80355 -0.294 0.085 -0.034
H -2.70337 -2.86579 2.71748 -0.541 -0.227 0.578
H -4.46032 3.22042 -0.61115 -0.889 -0.032 -0.140
H 0.74549 -0.43990 5.36488 0.124 -0.037 0.109
H -1.65957 2.99924 1.43326 -0.228 0.204 0.170
H 1.89948 -2.67725 2.15865 0.188 0.915 0.133
H 2.08206 0.61723 5.88848 0.136 0.016 -0.387
H -0.25330 3.43724 1.08336 0.394 0.657 0.203
H -1.16487 -1.33892 -3.79863 0.661 -0.083 0.240
H -3.13760 3.96108 -2.57046 -0.271 0.136 0.078
H -2.81755 2.22509 -0.21448 0.322 -0.343 -0.104
H -3.23993 -0.68561 -3.10283 -0.624 0.054 0.085
H 2.08875 1.19961 -1.77000 -0.601 -0.001 -0.087
H 0.03498 -0.75665 -1.55008 0.048 0.707 -0.319
H 1.51743 0.83018 3.25233 0.162 -0.459 0.032
H -0.78080 -4.31445 -0.69473 -0.948 -0.707 -0.063
H -5.03271 1.74660 -1.56181 -0.171 0.256 0.127
H -1.16045 -1.58164 5.07701 -0.063 0.335 -0.114
H 2.98211 1.73657 -0.06434 0.090 -0.536 0.434
H -1.83585 -4.05241 5.52596 0.111 0.039 -0.091
H 3.69242 -2.23279 2.40747 -0.214 -0.029 -0.606
H 0.42855 1.10937 6.14741 -0.111 -0.001 -0.072
H -0.13798 2.45022 -3.36244 -0.044 -0.106 0.183
H -0.02536 4.19455 -5.86503 -0.207 0.196 0.030
H 2.21986 4.20123 -1.14726 0.224 0.130 -0.239
H -2.98292 -1.54131 -4.65099 -0.747 0.163 -0.220
H 1.13660 2.31114 4.08844 0.475 0.303 0.182
H -0.89504 2.67502 -5.76245 0.227 -0.228 0.087
H -4.94547 3.85139 -2.82847 0.224 0.559 -0.792
H -2.71927 -1.13802 3.00705 -0.009 0.119 0.257
H 3.73851 -0.72608 -0.74662 -0.289 0.180 -0.013
H -0.13233 -6.04033 -0.39925 -1.124 -0.092 -0.246
H 1.59504 -0.52430 0.63679 -0.119 0.175 -0.214
H -0.66076 1.47379 2.96224 0.088 0.100 -0.196
H 0.27638 -1.70594 0.68897 0.227 -0.313 -0.102
H -1.29928 -2.03548 2.55172 0.604 0.334 0.646
H 0.01497 4.64625 -0.68926 -0.333 -0.105 0.502
H 1.04481 6.17893 1.53135 0.153 0.057 -0.245
H -3.81626 2.65123 -3.54268 -0.103 0.020 0.002
```
Positions in Å, forces in eV/Å.

***

Record 3
A 5-piece molecular cluster, C19H47N4O6P overall in a non-equilibrium geometry. Source: OMol25; level of theory: the ωB97M-V functional and the def2-TZVPD basis.

Values from the calculation:
Multiplicity: 1
LUMO (eV): 0.33
Structure (SMILES): CCC[PH2](CCO)CCO.CN(C)C=O.CN(C)C=O.CN(C)C=O.CN(C)C=O

XYZ file:
```
77
Properties=species:S:1:pos:R:3:forces:R:3
P -2.26280 3.37654 -2.25858 0.544 0.259 -1.160
O 3.24775 1.27404 -1.87180 -0.013 0.122 -0.230
O 3.66483 -4.06756 -4.92997 -0.244 0.016 0.084
O 3.25688 -3.08056 3.08531 0.249 0.134 -0.087
O -2.54261 7.10945 -1.86979 -0.690 0.086 -0.346
O -2.44677 -3.95284 3.53746 0.168 0.101 0.007
O -4.67151 2.94782 0.06827 0.799 -0.123 -0.643
N 2.67298 -0.78613 -1.10058 0.180 0.099 0.198
N -4.25321 -3.01773 4.55688 -0.066 -0.263 -0.101
N 1.46385 -2.13962 4.12056 -0.060 -0.188 -0.069
N 5.51156 -3.74230 -3.64513 0.189 -0.060 -0.253
C 3.26471 0.42450 -1.00595 -0.073 -0.257 0.109
C 0.64010 3.29743 -2.06230 -1.130 2.154 0.618
C 4.72189 -3.52052 -2.44843 -0.166 -0.067 -0.252
C 2.72924 -1.75563 -0.02453 -0.169 0.047 -0.232
C -5.64874 -3.13454 4.93166 0.197 0.221 0.046
C -0.57037 4.24874 -2.40749 0.830 -0.362 -0.698
C 2.09467 -3.11851 3.43698 -0.276 0.047 0.114
C -3.52082 -1.81791 4.91842 0.157 -0.157 -0.139
C 4.86871 -4.00324 -4.80579 0.214 0.036 0.094
C 1.10315 3.61098 -0.61104 -0.451 -1.263 -0.381
C -4.99812 2.92344 -1.32599 -0.623 -0.862 -0.385
C -3.61092 -3.99372 3.87867 -0.264 0.037 0.084
C -3.12640 4.93033 -2.88234 -0.385 0.361 1.357
C 2.20794 -0.94482 4.47508 0.159 -0.195 -0.133
C 6.95696 -3.67800 -3.56302 -0.234 0.041 0.213
C -3.85932 2.34415 -2.18277 -0.278 0.224 0.794
C -3.27881 5.90761 -1.65147 0.358 -0.217 -0.203
C 1.95772 -1.12411 -2.31937 0.073 0.344 -0.008
C 0.06980 -2.25062 4.50629 0.314 0.166 0.049
H -1.95072 3.08997 -0.88473 -0.344 -0.033 -0.121
H 7.25972 -2.68680 -3.21825 0.141 -0.051 -0.011
H 3.29402 -1.36828 0.82124 0.001 -0.001 -0.032
H -2.91976 5.46010 -0.71465 -0.226 -0.092 -0.164
H 0.26791 2.27468 -2.19846 0.617 -0.067 0.080
H 1.56732 -0.25450 5.01865 -0.056 -0.057 -0.020
H -0.00998 -2.19068 5.59533 -0.127 0.007 -0.016
H 2.57983 -0.46110 3.56994 0.052 0.075 0.087
H 4.11366 -4.40527 -2.24967 -0.054 0.085 0.112
H -5.33608 3.92600 -1.62952 0.313 -0.136 -0.181
H 3.06314 -1.21564 5.09669 0.024 0.117 -0.024
H -0.35076 -3.19432 4.17116 -0.003 0.041 -0.046
H -2.67014 -2.08380 5.54837 0.004 0.110 0.000
H -0.49610 -1.43197 4.05644 -0.129 -0.074 0.056
H -5.47678 3.20837 0.49456 -0.481 0.206 0.605
H -3.14466 -1.33245 4.01625 0.034 0.068 0.077
H -4.21638 2.15961 -3.20937 0.031 0.206 0.248
H 1.44068 3.55649 -2.76039 -0.040 -0.576 0.088
H 2.64337 -1.07480 -3.16642 -0.169 -0.012 -0.107
H 7.31706 -4.43016 -2.85753 0.139 0.051 -0.031
H -5.87310 2.25448 -1.45340 0.176 0.276 -0.021
H -4.33698 6.16132 -1.50658 0.232 0.035 -0.066
H 1.53865 -2.12499 -2.24634 0.061 0.003 0.064
H 3.77855 0.57980 -0.04335 0.008 -0.053 0.070
H 1.15642 -0.40066 -2.48062 -0.008 -0.068 -0.118
H 1.44407 -3.97928 3.21681 -0.072 -0.007 0.025
H 7.40354 -3.86492 -4.53782 -0.068 -0.004 -0.012
H 5.55381 -4.15651 -5.65492 0.083 0.000 -0.005
H 2.11367 3.20763 -0.48361 -0.182 0.256 0.314
H 4.05739 -2.67113 -2.61099 0.019 -0.069 0.138
H -1.77374 2.43953 -3.24524 -0.097 0.086 0.316
H 3.20923 -2.66640 -0.38466 -0.048 -0.093 0.214
H -6.21821 -2.32074 4.47784 -0.116 -0.060 0.065
H -3.58418 1.35977 -1.75965 -0.059 0.293 -0.118
H 0.40821 3.09649 0.07495 0.375 0.130 0.012
H -2.50612 5.47936 -3.59442 -0.113 -0.363 -0.031
H 1.71262 -1.98719 0.30173 0.078 -0.127 0.131
H -6.05736 -4.08431 4.59208 0.066 0.001 -0.020
H 1.03443 4.67390 -0.35981 0.310 -0.126 -0.281
H -0.49967 5.19573 -1.84966 -0.044 -0.241 -0.031
H -4.25491 -4.85793 3.65314 -0.063 -0.017 0.010
H -1.79539 7.11736 -1.28463 0.466 0.022 0.298
H -4.17047 -1.13176 5.45630 -0.045 -0.057 -0.014
H -4.13639 4.75732 -3.27104 0.403 -0.188 -0.199
H -5.74123 -3.07671 6.01830 -0.144 -0.017 -0.023
H 5.36899 -3.32292 -1.59646 0.067 -0.008 -0.075
H -0.44954 4.51066 -3.47683 -0.320 0.047 0.313
```
Positions in Å, forces in eV/Å.

***

Across the entries above, total energy takes the values -6090.9450 -1703.0961 -1763.8349 Ha, respectively.